ORCA calculation (the ωB97M-V functional and the def2-TZVPD basis) on an isolated molecule of C3H7NO2.

Last column: Löwdin charge in e.
CARTESIAN COORDINATES (ANGSTROEM)
N -0.979 -1.102 -1.046  0.165
C -1.038 0.262 -1.038  -0.539
O -1.858 0.887 -1.688  0.037
C -0.007 1.007 -0.193  -0.096
C 1.109 0.215 0.464  -0.266
O 0.518 -0.728 1.354  -0.082
H -0.504 -1.576 -0.292  0.080
H -1.774 -1.560 -1.470  0.111
H -0.572 1.538 0.581  0.130
H 0.423 1.775 -0.843  0.128
H 1.723 -0.295 -0.292  0.121
H 1.762 0.911 1.012  0.117
H 1.206 -1.315 1.684  0.094

The structure (SMILES) is NC(=O)CCO. For the energy above the lowest of the compared OMol25 structures with the same formula, charge and spin, the calculation gives 12.4 kcal/mol. The value obtained for the orbital gap is 0.3761 Ha. Its charge is 0. For the highest occupied orbital energy, the calculation gives -9.613 eV. Its calculated total energy is -323.761260 hartree.